{
  "formula": "C24H59NO6",
  "method": "ωB97M-V with the def2-TZVPD basis set",
  "elements": ["O", "O", "O", "O", "O", "O", "N", "C", "C", "C", "C", "C", "C", "C", "C", "C", "C", "C", "C", "C", "C", "C", "C", "C", "C", "C", "C", "C", "C", "C", "C", "H", "H", "H", "H", "H", "H", "H", "H", "H", "H", "H", "H", "H", "H", "H", "H", "H", "H", "H", "H", "H", "H", "H", "H", "H", "H", "H", "H", "H", "H", "H", "H", "H", "H", "H", "H", "H", "H", "H", "H", "H", "H", "H", "H", "H", "H", "H", "H", "H", "H", "H", "H", "H", "H", "H", "H", "H", "H", "H"],
  "positions_angstrom": [[-1.18746, -2.22388, 6.41679], [-3.09038, 0.39822, -2.67042], [2.37946, -2.54087, -0.06123], [-1.92339, 0.90459, 0.03325], [-3.67645, 0.87883, 2.09095], [3.72797, 5.06294, 1.48605], [2.89124, -2.94707, -1.27327], [0.61526, -3.73984, -2.07247], [2.50634, -3.70097, -3.66331], [0.22089, 1.18675, -0.82311], [-0.67268, -0.47458, 5.09206], [-3.54515, 3.25299, 1.89472], [-4.33253, 2.03372, 2.50993], [-0.60497, 0.65967, 0.43309], [-5.05062, 1.09245, -3.71718], [-4.06053, 1.38153, -2.53119], [2.32323, 3.03715, 1.65731], [-0.34935, -0.75206, 0.79324], [2.44696, 4.55087, 1.39671], [3.96288, -3.18570, -4.00811], [-5.80526, 1.96557, 2.01220], [4.83338, -3.35297, -2.73821], [-3.46998, 2.82566, -2.58424], [1.97356, 4.87921, 0.03660], [-1.03997, -1.88269, 5.00131], [1.52845, -1.55219, -2.88977], [4.70482, -1.11206, -1.62181], [1.92344, -2.97127, -2.45104], [5.04766, -3.13561, -0.24566], [-2.38946, -2.12685, 4.31302], [4.31266, -2.60200, -1.46396], [2.69560, 4.59127, -0.72749], [4.99204, -4.40877, -2.51861], [5.74472, -1.03759, -1.93987], [6.11755, -3.05453, -0.43765], [-4.04595, 3.54740, -2.00506], [2.61103, -4.77146, -3.48673], [0.95095, -4.76949, -1.94913], [2.52471, 2.82160, 2.70661], [-0.24348, -3.58139, -2.72483], [-0.28448, -2.54144, 4.57307], [-3.19937, -1.58247, 4.79859], [1.29547, 2.70665, 1.50701], [1.26335, 0.90481, -0.67521], [-3.50546, 3.18469, 0.80759], [0.82587, -1.13997, -2.16551], [-0.42012, 1.28374, 1.30743], [-4.31030, 2.15114, 3.59335], [4.39393, 4.37161, 1.47355], [4.23393, -0.61801, -2.47167], [-6.31410, 2.86467, 2.35979], [-4.27324, 0.13293, 2.18619], [0.57806, -1.04540, 1.28514], [5.80440, -3.02876, -3.11253], [1.04975, 4.40821, -0.29931], [-6.43029, 1.14684, 2.36872], [-1.22330, -1.19795, 1.26811], [0.20651, -0.36682, 5.72727], [-4.62470, 1.29107, -1.60294], [-5.80659, 1.87022, -3.82525], [0.25400, -3.47219, -1.07952], [3.98615, -2.17404, -4.41322], [-5.83092, 1.98857, 0.92274], [-5.57926, 0.19291, -3.40181], [2.27559, -0.78112, -3.07775], [-2.47563, 0.68069, 0.78591], [1.93327, -3.53450, -4.57543], [1.95159, 5.96561, -0.04911], [-0.38826, -0.07198, 4.11988], [4.69254, -2.63042, 0.65255], [-0.14833, -1.26095, -0.14948], [0.98451, -1.55960, -3.83433], [-2.52604, 2.68231, -2.05840], [-2.45484, -1.91347, 3.24611], [4.28380, -3.78140, -4.86266], [2.22231, -3.38166, 0.37463], [1.81800, 5.06012, 2.12690], [-0.12867, 0.64866, -1.70422], [-3.06569, 3.12279, -3.55191], [0.10170, 2.26452, -0.93405], [4.87628, -4.20001, -0.08507], [-2.66517, -3.15396, 4.55200], [-1.44431, 0.16257, 5.52418], [-4.55012, 0.84777, -4.65407], [-2.37782, 0.63180, -2.07098], [-4.04768, 4.12925, 2.30428], [4.52115, -0.53513, -0.71543], [-1.60767, -1.52290, 6.92043], [3.08317, 2.47128, 1.11843], [-2.50016, 3.18212, 2.19651]],
  "lumo_ev": [2.4, 2.4],
  "fmax_ev_per_a": 3.366,
  "de_lowest_kcal_mol": 0.0,
  "s2": 0.750,
  "e_homo_ev": [0.79, -6.20],
  "total_charge": -1,
  "spin_multiplicity": 2
}